{
  "formula": "CH2ClO2P",
  "method": "the ωB97M-V functional and the def2-TZVPD basis",
  "symbols": ["C", "O", "O", "P", "Cl", "H", "H"],
  "coordinates": [[-1.2706, 0.4118, -0.2589], [-0.5201, 1.2967, -0.1598], [0.2618, -1.4224, -0.4447], [1.5480, -0.6734, -0.1337], [-2.8640, 0.1260, -0.0529], [1.7573, -0.4785, 1.3851], [1.0876, 0.7398, -0.3350]],
  "spin_multiplicity": 1,
  "total_charge": 0,
  "max_force_ev_per_a": 2.5,
  "relative_energy_kj_mol": 400.3,
  "orbital_gap_ev": [6.63, 8.20],
  "e_lumo_ev": [-1.65, -0.71]
}

***

{
  "formula": "CH3ClO2S",
  "method": "the ωB97M-V functional and the def2-TZVPD basis",
  "symbols": ["C", "O", "O", "S", "Cl", "H", "H", "H"],
  "coordinates": [[0.1937, 0.5600, 0.3859], [-1.1455, 1.1076, -2.6473], [-1.1386, 0.6479, 0.0273], [-1.8604, 1.4926, -1.4490], [-3.5621, 0.3636, -1.2768], [0.8594, 0.3392, -0.5022], [0.2074, -0.2815, 1.2685], [0.6918, 1.4036, 0.9707]],
  "spin_multiplicity": 1,
  "total_charge": 0,
  "max_force_ev_per_a": 3.2,
  "relative_energy_kj_mol": 220.7,
  "orbital_gap_ev": 10.25,
  "e_lumo_ev": -0.01
}

***

{
  "formula": "BF4H14O7",
  "method": "the ωB97M-V functional and the def2-TZVPD basis",
  "symbols": ["B", "F", "F", "F", "F", "O", "H", "H", "O", "H", "H", "O", "H", "H", "O", "H", "H", "O", "H", "H", "O", "H", "H", "O", "H", "H"],
  "coordinates": [[-0.1675, 0.1413, -0.1115], [1.1812, 0.2642, -0.2993], [-0.8152, 1.2347, 0.3933], [-0.6509, -0.0981, -1.4193], [-0.3929, -0.9602, 0.6719], [0.2957, -2.4462, 1.4151], [0.0735, -1.7195, 0.8330], [0.8052, -2.0434, 2.1183], [-0.1180, 2.1011, -1.5545], [-0.4611, 1.3056, -1.9613], [-0.2502, 1.9669, -0.6160], [0.2871, -2.2094, -1.4062], [1.1943, -1.9812, -1.2032], [-0.1891, -1.3817, -1.3404], [-1.7833, -0.3372, 2.2700], [-1.2427, -0.1540, 1.5017], [-2.6134, -0.6501, 1.9103], [-2.5912, -0.3184, -0.1251], [-2.8778, -0.2609, -1.0365], [-1.6413, -0.2071, -0.1647], [2.7710, 0.8720, -1.3448], [1.9414, 0.4767, -1.0768], [3.2934, 0.9004, -0.5432], [1.4215, 1.5794, 1.3063], [1.0048, 1.3941, 0.4647], [1.5253, 2.5309, 1.3183]],
  "spin_multiplicity": 1,
  "total_charge": -1,
  "max_force_ev_per_a": 18.8,
  "relative_energy_kj_mol": 1431.5,
  "orbital_gap_ev": 9.10,
  "e_lumo_ev": 3.11
}

***

{
  "formula": "C6H12N",
  "method": "the ωB97M-V functional and the def2-TZVPD basis",
  "symbols": ["C", "C", "C", "C", "C", "C", "N", "H", "H", "H", "H", "H", "H", "H", "H", "H", "H", "H", "H"],
  "coordinates": [[-1.5896, 2.3899, 0.8309], [-0.2597, -0.6958, -0.1744], [-0.0216, -1.6020, -1.2885], [1.3211, 0.9884, -0.2026], [-0.3949, -1.3340, 1.0803], [-0.1816, 0.8277, -0.5608], [-0.8486, 2.1080, -0.1548], [-2.0804, 1.7101, 1.6091], [-1.8689, 3.4003, 0.9805], [0.8504, -2.1784, -1.2927], [-0.1450, -1.0763, -2.3196], [-0.7427, -2.4677, -1.2135], [1.7414, 0.0151, -0.3346], [1.6451, 1.6233, -0.9571], [1.6057, 1.2789, 0.8617], [-0.1285, -0.6833, 1.9699], [-0.0529, -2.3853, 1.0983], [-1.4558, -1.3376, 1.1667], [-0.4444, 0.8486, -1.6125]],
  "spin_multiplicity": 1,
  "total_charge": 1,
  "max_force_ev_per_a": 4.0,
  "relative_energy_kj_mol": 376.0,
  "orbital_gap_ev": 8.04,
  "e_lumo_ev": -5.80
}

***

{
  "formula": "C2H6NO",
  "method": "the ωB97M-V functional and the def2-TZVPD basis",
  "symbols": ["N", "C", "C", "O", "H", "H", "H", "H", "H", "H"],
  "coordinates": [[0.0610, 0.7877, 1.2837], [0.3340, -0.4334, 0.4526], [-0.0526, -0.2193, -1.0576], [-0.2506, -1.3369, -1.7553], [-0.8814, 0.6467, 1.6403], [-0.1301, 1.5107, 0.5823], [1.4098, -0.5920, 0.5227], [-0.2901, -1.2455, 0.8036], [-0.9743, 0.4479, -0.9957], [0.7742, 0.4342, -1.4766]],
  "spin_multiplicity": 1,
  "total_charge": -1,
  "smiles": "NCC[O-]",
  "max_force_ev_per_a": 1.3,
  "relative_energy_kj_mol": 30.1,
  "orbital_gap_ev": 7.08,
  "e_lumo_ev": 4.90
}

***

{
  "formula": "C4H12N4O8",
  "method": "the ωB97M-V functional and the def2-TZVPD basis",
  "symbols": ["C", "N", "O", "O", "H", "H", "H", "C", "N", "O", "O", "H", "H", "H", "C", "N", "O", "O", "H", "H", "H", "C", "N", "O", "O", "H", "H", "H"],
  "coordinates": [[-3.3274, -0.2631, 1.8192], [-2.4027, 0.2764, 2.8557], [-2.4932, -0.1860, 3.9768], [-1.6199, 1.1387, 2.5166], [-4.1556, -0.7339, 2.3273], [-2.7113, -0.8887, 1.1767], [-3.6392, 0.5591, 1.1827], [-2.7697, 1.0821, -3.4018], [-3.1366, 0.4481, -2.1091], [-4.2052, -0.1222, -2.0464], [-2.3436, 0.5499, -1.1932], [-1.7488, 0.7854, -3.6209], [-2.8195, 2.1612, -3.2927], [-3.4669, 0.7335, -4.1529], [1.0060, -0.3181, -0.6955], [0.9550, -1.1939, 0.4980], [-0.0971, -1.2725, 1.0862], [1.9806, -1.7794, 0.7974], [0.0631, -0.3735, -1.2285], [1.8739, -0.6007, -1.2728], [1.1010, 0.6975, -0.3116], [5.2245, -0.5498, 0.4060], [4.3990, 0.4841, 1.1030], [4.5734, 0.6371, 2.2905], [3.5739, 1.0721, 0.4342], [6.1409, -0.6707, 0.9731], [5.3936, -0.2014, -0.6033], [4.6518, -1.4715, 0.4854]],
  "spin_multiplicity": 1,
  "total_charge": 0,
  "smiles": "C[N+](=O)[O-].C[N+](=O)[O-].C[N+](=O)[O-].C[N+](=O)[O-]",
  "max_force_ev_per_a": 0.7,
  "relative_energy_kj_mol": 24.4,
  "orbital_gap_ev": 10.33,
  "e_lumo_ev": -0.25
}

***

{
  "formula": "C43H61N2P2PdSSi",
  "method": "the ωB97M-V functional and the def2-TZVPD basis",
  "symbols": ["Pd", "C", "Si", "C", "C", "C", "C", "C", "C", "P", "C", "C", "C", "C", "C", "C", "C", "C", "C", "C", "C", "C", "C", "C", "C", "C", "C", "C", "P", "C", "C", "C", "C", "C", "C", "C", "C", "C", "C", "C", "C", "H", "H", "H", "H", "H", "H", "H", "H", "H", "H", "H", "H", "H", "H", "H", "H", "H", "H", "H", "H", "H", "H", "H", "H", "H", "H", "H", "H", "H", "H", "H", "H", "H", "H", "H", "H", "H", "H", "H", "H", "H", "H", "H", "H", "H", "H", "H", "H", "H", "H", "H", "H", "H", "H", "H", "N", "C", "S", "C", "C", "C", "N", "C", "C", "H", "H", "H", "H", "H", "H"],
  "coordinates": [[-0.5880, -0.0505, 0.6780], [-1.3181, 3.4498, 2.1123], [-0.1078, 2.1705, 1.6097], [0.8693, 2.7730, 0.1294], [1.8554, 3.7368, 0.3337], [2.5307, 4.2980, -0.7491], [2.2058, 3.9094, -2.0401], [1.2156, 2.9525, -2.2541], [0.5552, 2.3817, -1.1728], [-0.7807, 1.1716, -1.3396], [-0.7130, 0.3682, -2.9774], [-1.9544, -0.4805, -3.2974], [-1.9767, -0.7709, -4.8110], [-0.5635, -0.9315, -5.3940], [0.3920, -1.4857, -4.3431], [0.5434, -0.5091, -3.1577], [-2.3164, 2.1469, -1.1329], [-2.6214, 2.8996, -2.4394], [-3.8672, 3.7689, -2.2281], [-5.0588, 2.9229, -1.7869], [-4.7543, 2.1921, -0.4801], [-3.5102, 1.3113, -0.6226], [0.7737, 1.4363, 3.0397], [0.6719, 2.0221, 4.3027], [1.3188, 1.4519, 5.3946], [2.0524, 0.2828, 5.2405], [2.1453, -0.3310, 3.9956], [1.5137, 0.2496, 2.9001], [1.6389, -0.4753, 1.2700], [3.1147, 0.2329, 0.4821], [3.2292, -0.0613, -1.0106], [4.4432, 0.6668, -1.5941], [5.7182, 0.2736, -0.8522], [5.5817, 0.5766, 0.6368], [4.3928, -0.1780, 1.2477], [1.4588, -2.2804, 1.3544], [2.7308, -3.0734, 1.7826], [3.3802, -3.7717, 0.5916], [2.4216, -4.7987, -0.0341], [0.9514, -4.3299, 0.0040], [0.8813, -2.8045, 0.0141], [-0.7096, 4.2590, 2.5385], [-2.0323, 3.1188, 2.8694], [-1.8634, 3.8613, 1.2639], [2.1137, 4.0562, 1.3402], [3.3035, 5.0372, -0.5807], [2.7156, 4.3505, -2.8866], [0.9658, 2.6748, -3.2720], [-0.6883, 1.2224, -3.6643], [-2.8815, 0.0160, -3.0181], [-1.8980, -1.4135, -2.7257], [-2.4981, 0.0371, -5.3265], [-2.5622, -1.6740, -4.9827], [-0.1856, 0.0292, -5.7574], [-0.5903, -1.5866, -6.2625], [1.3718, -1.6731, -4.7810], [0.0144, -2.4483, -3.9878], [1.4158, 0.1242, -3.3100], [0.7073, -1.0795, -2.2431], [-2.0622, 2.8778, -0.3606], [-2.8170, 2.1895, -3.2479], [-1.7716, 3.5219, -2.7310], [-4.0893, 4.2865, -3.1612], [-3.6580, 4.5340, -1.4733], [-5.2990, 2.1928, -2.5679], [-5.9381, 3.5534, -1.6617], [-5.6017, 1.5724, -0.1868], [-4.5937, 2.9239, 0.3195], [-3.7268, 0.4967, -1.3190], [-3.2597, 0.8602, 0.3439], [0.0954, 2.9289, 4.4461], [1.2392, 1.9149, 6.3700], [2.5479, -0.1633, 6.0934], [2.7055, -1.2519, 3.8951], [2.9555, 1.3067, 0.6162], [2.3267, 0.2561, -1.5071], [3.3510, -1.1374, -1.1732], [4.2874, 1.7479, -1.5086], [4.5292, 0.4319, -2.6566], [6.5740, 0.8054, -1.2660], [5.9085, -0.7961, -0.9929], [5.4429, 1.6530, 0.7843], [6.4858, 0.2897, 1.1737], [4.3117, 0.0561, 2.3114], [4.5659, -1.2503, 1.1388], [0.6898, -2.3963, 2.1253], [2.4053, -3.8252, 2.5047], [3.4519, -2.4432, 2.3004], [4.2918, -4.2680, 0.9224], [3.6889, -3.0297, -0.1512], [2.5070, -5.7481, 0.4940], [2.7254, -4.9908, -1.0632], [0.4457, -4.7123, 0.8954], [0.4085, -4.7222, -0.8550], [-0.1538, -2.4629, -0.1108], [1.4570, -2.4172, -0.8291], [-6.3003, -3.7309, 3.2506], [-5.3060, -3.1790, 3.9566], [-5.2743, -3.1892, 5.5881], [-4.1888, -2.5407, 3.1782], [-4.0615, -2.6539, 1.7948], [-3.0261, -2.0158, 1.1413], [-2.1212, -1.2583, 1.7775], [-2.2353, -1.1635, 3.1206], [-3.2240, -1.7910, 3.8386], [-7.0662, -4.1506, 3.7540], [-6.3669, -3.6997, 2.2496], [-4.7381, -3.2600, 1.2088], [-2.9109, -2.1182, 0.0685], [-1.4956, -0.5558, 3.6288], [-3.2656, -1.7036, 4.9169]],
  "spin_multiplicity": 1,
  "total_charge": 3,
  "max_force_ev_per_a": 1.6,
  "orbital_gap_ev": 3.63,
  "e_lumo_ev": -11.06
}

***

{
  "formula": "C12H30FN9O21",
  "method": "the ωB97M-V functional and the def2-TZVPD basis",
  "symbols": ["C", "C", "O", "C", "O", "O", "F", "H", "H", "H", "C", "N", "O", "O", "H", "H", "H", "C", "N", "O", "O", "H", "H", "H", "C", "N", "O", "O", "H", "H", "H", "C", "N", "O", "O", "H", "H", "H", "C", "N", "O", "O", "H", "H", "H", "C", "N", "O", "O", "H", "H", "H", "C", "N", "O", "O", "H", "H", "H", "C", "N", "O", "O", "H", "H", "H", "C", "N", "O", "O", "H", "H", "H"],
  "coordinates": [[2.8730, 1.9279, 1.2969], [3.8050, 3.0980, 1.5780], [5.0469, 2.4344, 1.9279], [4.9329, 1.1255, 1.8627], [5.8253, 0.3947, 2.1989], [3.6879, 0.7460, 1.4708], [3.3659, 3.7260, 2.7029], [2.4108, 2.0591, 0.3185], [1.9939, 1.8186, 1.9321], [4.1205, 3.8317, 0.8362], [-4.2398, -3.5451, 1.7731], [-3.2155, -3.8946, 0.8758], [-3.4038, -4.6804, -0.0310], [-2.1118, -3.3400, 0.9756], [-4.7783, -4.4890, 1.8584], [-5.0169, -2.9133, 1.3430], [-3.9133, -3.1920, 2.7513], [0.4303, -0.9396, 5.3604], [-0.1023, -0.4559, 4.0227], [-1.0807, -1.0195, 3.4984], [0.2330, 0.5813, 3.4095], [-0.1735, -0.6265, 6.2121], [1.2989, -0.2970, 5.5042], [0.5416, -2.0099, 5.1867], [-4.5295, 1.6052, -1.7985], [-5.0709, 0.6540, -0.7542], [-4.3024, 0.2515, 0.1855], [-6.2872, 0.3497, -0.8177], [-3.6969, 2.2089, -1.4373], [-5.3433, 2.2183, -2.1857], [-4.2014, 1.0250, -2.6610], [-1.0965, 0.0279, -4.1975], [-1.7136, 1.3126, -4.5525], [-1.9289, 2.0352, -3.5678], [-2.1025, 1.4699, -5.6588], [-0.9559, -0.1097, -3.1254], [-0.1215, -0.0307, -4.6813], [-1.8053, -0.5659, -4.7747], [3.5943, -1.8917, -0.3253], [4.2241, -2.2787, 0.9975], [3.4406, -2.6394, 1.9148], [5.4291, -2.4671, 1.0322], [4.2826, -2.1292, -1.1363], [3.4153, -0.8165, -0.3130], [2.7369, -2.5416, -0.5000], [2.8700, 1.5732, -2.9474], [4.3606, 1.2611, -3.0774], [4.8536, 1.6062, -4.1669], [4.8297, 0.6752, -2.0928], [2.8414, 2.6616, -2.8956], [2.5546, 1.0057, -2.0719], [2.2191, 1.2545, -3.7616], [-1.3104, 0.0481, 0.1152], [-0.0535, 0.6767, -0.3105], [0.1032, 1.8808, -0.0867], [0.8225, -0.0360, -0.7038], [-1.8480, 0.7186, 0.7858], [-1.0840, -0.8602, 0.6736], [-1.9130, -0.2846, -0.7299], [0.7517, -3.0488, -2.8874], [-0.7088, -3.2256, -2.9480], [-1.2082, -4.2302, -3.4616], [-1.3700, -2.3799, -2.3356], [1.1828, -3.7758, -2.1991], [0.9412, -2.0545, -2.4831], [1.1175, -3.2187, -3.9001], [-1.8529, 2.6414, 3.0198], [-3.0346, 3.6242, 2.9656], [-3.1692, 4.3240, 1.9409], [-3.6137, 3.9074, 4.0093], [-2.2324, 1.8186, 2.4139], [-1.5933, 2.3212, 4.0288], [-0.9525, 3.0878, 2.5979]],
  "spin_multiplicity": 2,
  "total_charge": 1,
  "max_force_ev_per_a": 5.4,
  "relative_energy_kj_mol": 91.5,
  "orbital_gap_ev": [5.68, 2.39],
  "e_lumo_ev": [-7.00, -10.29]
}

***

{
  "formula": "C3H8NOS",
  "method": "the ωB97M-V functional and the def2-TZVPD basis",
  "symbols": ["C", "N", "C", "O", "S", "C", "H", "H", "H", "H", "H", "H", "H", "H"],
  "coordinates": [[-1.5057, 0.0081, 0.0564], [-0.1715, 0.0810, -0.4234], [0.5749, -1.1591, 0.2321], [1.8295, -1.0427, -0.1963], [2.3833, 0.5621, 0.0932], [0.7003, 1.2185, -0.1748], [-1.7513, 0.0495, 1.1194], [-2.0808, 0.9044, -0.2854], [-1.9031, -1.0396, -0.3081], [-0.1017, 0.0677, -1.4697], [0.6306, -0.9912, 1.2964], [0.1734, -2.2034, 0.0491], [0.7057, 1.9922, -0.8421], [0.5164, 1.5526, 0.8532]],
  "spin_multiplicity": 1,
  "total_charge": 1,
  "smiles": "C[N@@H+]1COSC1",
  "max_force_ev_per_a": 4.8,
  "relative_energy_kj_mol": 220.8,
  "orbital_gap_ev": 9.62,
  "e_lumo_ev": -4.08
}

***

{
  "formula": "C2H2FMgO",
  "method": "the ωB97M-V functional and the def2-TZVPD basis",
  "symbols": ["C", "C", "O", "H", "F", "H", "Mg"],
  "coordinates": [[-1.1891, -0.0971, -0.5833], [-0.2331, -1.0379, -0.6682], [0.7612, -1.0304, 0.1947], [-2.2207, -0.0902, -0.9175], [-0.7727, 1.1148, -0.0128], [-0.4823, -1.9756, -1.1846], [1.3541, 0.7765, 0.7160]],
  "spin_multiplicity": 2,
  "total_charge": 0,
  "max_force_ev_per_a": 2.6,
  "relative_energy_kj_mol": 0.0,
  "orbital_gap_ev": [7.19, 7.42],
  "e_lumo_ev": [0.31, -0.78]
}

***

{
  "formula": "C7H7NO2",
  "method": "the ωB97M-V functional and the def2-TZVPD basis",
  "symbols": ["C", "C", "C", "C", "O", "C", "C", "N", "C", "O", "H", "H", "H", "H", "H", "H", "H"],
  "coordinates": [[0.3451, -2.8815, -0.4714], [0.3041, -1.5570, -0.5392], [0.6814, -0.6044, 0.5519], [-0.4469, 0.4597, 0.6668], [-1.4880, 0.1300, 1.3973], [-0.3757, 1.7385, -0.0355], [-1.4991, 2.5772, 0.0157], [-2.3854, 3.2299, 0.4176], [0.6890, 2.1128, -0.9637], [0.6159, 3.1628, -1.6147], [0.3866, -3.5611, -1.2988], [0.5317, -3.3263, 0.5723], [0.1460, -1.0659, -1.5906], [1.6288, -0.0618, 0.3676], [0.8429, -1.0041, 1.5809], [-1.4544, -0.6032, 2.1161], [1.4779, 1.2545, -1.1723]],
  "spin_multiplicity": 1,
  "total_charge": 0,
  "smiles": "C=CC/C(O)=C(/C#N)C=O",
  "max_force_ev_per_a": 4.2,
  "relative_energy_kj_mol": 301.2,
  "orbital_gap_ev": 8.98,
  "e_lumo_ev": -0.39
}

***

{
  "formula": "CH8NO2",
  "method": "the ωB97M-V functional and the def2-TZVPD basis",
  "symbols": ["C", "N", "H", "H", "H", "H", "H", "H", "O", "H", "H", "O"],
  "coordinates": [[0.2143, -0.5994, 0.6183], [0.4696, 0.5916, 0.1156], [1.0379, -1.3284, 0.3903], [-0.8017, -0.9308, 0.8633], [-0.1761, 1.3413, 0.4642], [1.3646, 0.6943, -0.3038], [-1.8293, 2.8008, 0.6061], [-1.3890, 2.5748, 2.0431], [-1.3513, 2.1395, 1.1849], [0.1916, -2.9662, -1.7288], [1.1869, -2.1972, -2.6489], [0.8315, -2.2061, -1.7104]],
  "spin_multiplicity": 1,
  "total_charge": 1,
  "max_force_ev_per_a": 4.3,
  "relative_energy_kj_mol": 83.0,
  "orbital_gap_ev": 10.49,
  "e_lumo_ev": -5.01
}